[1]
Formula: C30H24IN8S2Tc
Source: the OMol25 dataset
Level of theory: ωB97M-V/def2-TZVPD

Output
⟨S²⟩   3.95
Energy   -2770.193703 Ha
Maximum force   1.071 eV/A
M   785.6 g mol⁻¹
Spin multiplicity   4
Total charge   +1
Relative energy (zero: lowest compared OMol25 entry of this formula, charge and spin)   205.7 kJ/mol

```
66
C30H24IN8S2Tc ωB97M-V/def2-TZVPD
Tc -0.16098 0.05119 -0.69456
N -1.36904 -0.19083 3.65549
C -1.18400 0.04369 2.34497
S 0.32776 -0.63003 1.61077
N -1.93440 0.84100 1.67806
N -1.72105 0.87162 0.30526
C -2.68089 1.42522 -0.40235
C -2.48685 1.39945 -1.81355
C -3.34175 2.01421 -2.73755
C -3.03919 1.96131 -4.07326
C -1.87482 1.29817 -4.48361
C -1.07378 0.70598 -3.54320
N -1.36926 0.72958 -2.22459
H -0.65585 -0.64193 4.19842
H -2.12221 0.27845 4.13134
H -3.55202 1.84617 0.08091
H -4.22102 2.53025 -2.37715
H -3.68627 2.43065 -4.80107
H -1.60309 1.23849 -5.52732
H -0.16709 0.18183 -3.81360
S 1.59283 1.59229 -1.08407
C 2.76850 0.44744 -1.68322
N 4.01787 0.75755 -2.03601
N 4.36829 1.99873 -1.95951
C 5.67061 2.43025 -2.28405
C 6.61940 1.54606 -2.78015
C 7.88429 2.02582 -3.07564
C 8.19869 3.36537 -2.88347
C 7.23810 4.23652 -2.38927
C 5.96908 3.77243 -2.08637
N 2.49214 -0.86419 -1.83092
N 1.27433 -1.18796 -1.55895
C 1.04569 -2.59641 -1.59266
C 2.16854 -3.52478 -1.21477
C 1.73220 -5.00486 -1.03591
C 0.36955 -5.38016 -1.52895
C -0.50825 -4.46503 -1.93409
C -0.17238 -3.04016 -1.92264
H 3.68297 2.69446 -1.66830
H 6.36196 0.50717 -2.92592
H 8.63122 1.34559 -3.46209
H 9.18931 3.72886 -3.11922
H 7.47570 5.28029 -2.23602
H 5.21595 4.44610 -1.69475
H 3.01560 -3.36651 -1.88006
H 2.46803 -5.69493 -1.44860
H 0.10473 -6.43076 -1.53014
H -1.49463 -4.75433 -2.27154
H -0.93251 -2.32679 -2.22726
I -2.90789 -2.34866 0.97270
C -1.51672 -3.79398 1.54900
C -2.08144 -5.02078 1.87980
C -1.28491 -6.14397 1.98377
C 0.04499 -6.05611 1.60813
C 0.60668 -4.84361 1.25000
C 1.92023 -4.87210 0.52474
C 2.59032 -3.49707 0.30798
C 1.97903 -2.39275 1.07154
C 0.67532 -2.39861 1.37880
C -0.13758 -3.64529 1.37023
H -3.14900 -5.09198 2.03188
H -1.71626 -7.09222 2.27385
H 0.65298 -6.95077 1.54901
H 2.57495 -5.63480 0.94335
H 3.67044 -3.50567 0.43374
H 2.57221 -1.49505 1.21236
```

natural (NBO) population analysis, charges in e, atoms 1 to 2:
1 Tc 0.71
2 N -0.78

[2]
Formula: C21H45IO4P
Source: the OMol25 dataset
Level of theory: ωB97M-V/def2-TZVPD

Output
Energy   -1766.989874 Ha
Maximum force   3.817 eV/A
M   519.5 g mol⁻¹
Total charge   -1

```
72
C21H45IO4P ωB97M-V/def2-TZVPD
C -0.65221 3.87771 0.92445
C -1.36671 2.49940 0.80649
C -0.67370 1.53756 -0.23442
C -1.55958 0.29451 -0.40404
P -1.67314 -0.75123 -1.99774
I -3.88830 0.48012 -2.61244
C -0.62949 0.45516 -3.09863
C -1.20244 1.80706 -3.59298
C 0.03713 2.61591 -4.21156
C -0.09542 4.14718 -4.02464
O 0.42100 4.78346 -5.24195
C 0.52502 6.12179 -4.99907
O 1.51820 6.63513 -4.62008
C -2.60493 -2.16333 -1.03403
C -4.06359 -1.81396 -0.49523
C -4.83044 -3.06604 0.03446
O -5.15922 -2.35372 -1.22459
C -0.07340 -1.82153 -1.66001
C 0.58985 -2.33983 -3.01055
C 1.06716 -1.22104 -0.80685
C 1.07156 -1.63436 0.71408
C 1.74071 -3.04275 0.91417
H -0.40831 4.21720 -0.09699
H 0.23541 3.78159 1.56580
H -1.35566 4.60056 1.36832
H -2.44245 2.62502 0.60574
H -1.29445 1.99049 1.78934
H -0.39741 2.19284 -1.06878
H 0.26631 1.27904 0.29567
H -1.43644 -0.36002 0.48111
H -2.58779 0.67399 -0.26014
H -1.90098 -1.51462 -3.19855
H 0.36006 0.66507 -2.65656
H -0.41258 -0.07432 -4.04970
H -1.84725 1.74401 -4.47814
H -1.56894 2.50184 -2.82654
H 1.00275 2.31341 -3.78123
H 0.09998 2.44073 -5.30121
H 0.61126 4.44407 -3.22517
H -1.10684 4.49725 -3.75722
H -0.38734 6.73627 -5.16551
H -2.76844 -3.07160 -1.63561
H -2.16553 -2.38158 -0.03988
H -4.20414 -0.89285 0.09095
H -5.51975 -2.84264 0.85082
H -4.41750 -4.04915 -0.19278
H -0.32564 -2.78515 -1.17874
H 0.98327 -3.35900 -2.87035
H -0.06852 -2.25411 -3.88548
H 1.45205 -1.66910 -3.20283
H 1.99375 -1.74328 -1.14801
H 1.33704 -0.16620 -0.96117
H 1.67319 -0.85435 1.21379
H 0.06130 -1.74868 1.12982
H 2.53314 -3.24789 0.18364
H 0.91333 -3.77021 0.81307
H 2.05879 -3.09438 1.96788
C 3.06864 0.38541 5.38498
C 1.93243 -0.59129 5.13051
O 2.31922 -1.73663 4.39329
C 3.32027 -2.55161 4.97352
C 2.93714 -3.12019 6.32966
H 3.50978 0.71023 4.44066
H 2.70107 1.26184 5.92141
H 3.86512 -0.06055 5.98313
H 1.16451 -0.09387 4.53688
H 1.45425 -0.88796 6.07080
H 4.26790 -2.00402 5.03247
H 3.48156 -3.37489 4.27575
H 2.76916 -2.33645 7.07000
H 3.72941 -3.77074 6.70452
H 2.01585 -3.70072 6.25218
```

Löwdin population analysis, charges in e, atoms 1 to 2:
1 C -0.12
2 C -0.26

[3]
Formula: C43H35CrN3O2
Source: the OMol25 dataset
Level of theory: ωB97M-V/def2-TZVPD

Output
⟨S²⟩   0.77
Energy   -3018.722197 Ha
Maximum force   0.229 eV/A
M   677.8 g mol⁻¹
Spin multiplicity   2
Total charge   +1

```
84
C43H35CrN3O2 ωB97M-V/def2-TZVPD
Cr 0.56723 0.00831 -0.42277
O -0.11382 1.64518 -0.48845
C -0.26255 2.68930 0.45777
C 0.68058 2.42612 1.64419
C 0.36935 1.15611 2.38083
C -0.05551 1.16735 3.69942
C -0.25445 -0.03496 4.35655
C 0.01805 -1.21640 3.68897
C 0.43799 -1.16583 2.36974
C 0.79183 -2.40976 1.60740
C -0.19179 -2.68907 0.45835
O -0.10751 -1.63145 -0.48089
C 0.18511 -3.95018 -0.32227
C -0.79770 -4.79366 -0.82762
C -0.46080 -5.88664 -1.61362
C 0.86601 -6.15302 -1.90854
C 1.85534 -5.31280 -1.41798
C 1.51531 -4.22047 -0.63603
C -1.58980 -2.77912 1.05977
C -2.57622 -1.85147 0.76815
C -3.82039 -1.92854 1.38373
C -4.09157 -2.93746 2.29099
C -3.11258 -3.88143 2.57693
C -1.87462 -3.80146 1.96524
N 0.56778 0.00307 1.72058
C 0.13361 3.96792 -0.28671
C -0.81981 4.89215 -0.69659
C -0.45545 6.00601 -1.44124
C 0.86828 6.21085 -1.79085
C 1.82826 5.28847 -1.39736
C 1.46106 4.17794 -0.65598
C -1.69790 2.74545 0.96895
C -2.69160 1.93969 0.43703
C -3.99381 2.01333 0.91787
C -4.31491 2.89027 1.93863
C -3.32796 3.71254 2.46806
C -2.03426 3.64338 1.98224
H 0.64969 3.26446 2.33844
H 1.70629 2.36113 1.27326
H -0.22488 2.11345 4.19326
H -0.59777 -0.05019 5.38214
H -0.09685 -2.17617 4.17197
H 0.81970 -3.25906 2.28893
H 1.79890 -2.28899 1.20068
H -1.83912 -4.60013 -0.60741
H -1.24137 -6.53250 -1.99356
H 1.12935 -7.00956 -2.51458
H 2.89555 -5.51032 -1.64244
H 2.30866 -3.57404 -0.28122
H -2.37371 -1.06343 0.05643
H -4.57904 -1.19367 1.15004
H -5.06143 -2.99789 2.76632
H -3.31840 -4.68390 3.27301
H -1.12709 -4.55705 2.17956
H -1.85933 4.74855 -0.43456
H -1.21336 6.71522 -1.74679
H 1.15273 7.08189 -2.36590
H 2.86589 5.43600 -1.66748
H 2.22788 3.46326 -0.38179
H -2.45153 1.26628 -0.37399
H -4.76097 1.38638 0.48241
H -5.32882 2.94697 2.31135
H -3.57136 4.41685 3.25261
H -1.28399 4.31667 2.38050
C -0.26613 -0.00152 -4.69822
C 1.01062 -0.00894 -5.23018
C 2.10587 -0.01127 -4.37832
C 1.87890 -0.00348 -3.01054
N 0.63661 0.00296 -2.50344
C -0.40806 0.00358 -3.32014
C 2.97361 -0.00120 -2.00548
C 4.31867 -0.00836 -2.34478
C 5.26755 0.00333 -1.33513
C 4.86371 0.01805 -0.00928
C 3.50947 0.02192 0.25955
N 2.59049 0.01169 -0.71070
H -1.14209 -0.00084 -5.32998
H 1.16126 -0.01337 -6.30105
H 3.10431 -0.01741 -4.78641
H -1.38140 0.00669 -2.84734
H 4.63301 -0.02022 -3.37627
H 6.31881 -0.00015 -1.58932
H 5.57671 0.02645 0.80175
H 3.12171 0.03212 1.26953
```

Löwdin population analysis, charges in e, atoms 1 to 2:
1 Cr 0.83
2 O -0.23

[4]
Formula: C20H41Br2N4O6S
Source: the OMol25 dataset
Level of theory: ωB97M-V/def2-TZVPD

Output
Energy   -7003.087538 Ha
Maximum force   2.320 eV/A
M   625.4 g mol⁻¹
Total charge   +1

```
74
C20H41Br2N4O6S ωB97M-V/def2-TZVPD
C -1.96043 2.11936 -3.35525
C -2.17215 1.48514 -2.01069
O -2.07420 2.13454 -0.99001
N -2.45952 0.09221 -2.00453
C -1.41669 -0.62767 -2.77907
C -2.63232 -0.38285 -0.63451
C -1.34837 -0.51752 0.19279
C -0.77842 -1.93263 0.28411
C 0.36569 -1.97493 1.29113
C 1.67065 -1.82868 0.52459
C 2.88854 -1.54659 1.38860
C 4.15012 -1.67709 0.50410
S 5.28529 -0.32646 0.70777
O 6.58703 -0.78507 0.34395
O 4.76737 0.75244 -0.06731
O 5.30344 0.09928 2.23999
N -1.91965 -2.82814 0.59685
C -2.79449 -2.79321 -0.43636
N -3.02132 -3.80079 -1.27092
C -2.39714 -5.07567 -1.19305
Br -0.51089 -5.21027 -1.12495
C -3.13011 -6.20235 -1.22893
C -2.60757 -7.59550 -1.20928
Br -5.02375 -6.04691 -1.30515
N -3.44908 -1.62544 -0.62118
H -2.42994 1.54999 -4.14993
H -2.27606 3.15176 -3.33165
H -0.88455 2.11746 -3.53155
H -0.43432 -0.16792 -2.68576
H -1.67248 -0.56640 -3.83175
H -1.37747 -1.68270 -2.53813
H -3.22646 0.37952 -0.14953
H -0.60288 0.18896 -0.15233
H -1.59363 -0.21054 1.20677
H -0.34884 -2.18530 -0.68486
H 0.27382 -1.17204 2.01527
H 0.35833 -2.93071 1.81594
H 1.56419 -0.96274 -0.13400
H 1.83494 -2.68625 -0.12538
H 2.84778 -0.50640 1.69987
H 2.97830 -2.21263 2.24113
H 3.86026 -1.58559 -0.53693
H 4.66928 -2.62170 0.61724
H 5.16730 -0.67377 2.80172
H -1.65551 -3.76624 0.87034
H -3.68884 -3.67829 -2.01776
H -3.34399 -8.23602 -1.68450
H -1.70200 -7.69435 -1.79237
H -2.48953 -7.96046 -0.19412
H -4.03806 -1.67117 -1.44461
C 0.51320 3.59337 -0.79685
C 1.16448 2.31642 -1.30109
C 2.68089 2.44211 -1.35741
O 0.65045 1.98505 -2.59897
H 0.73205 4.42949 -1.46561
H -0.57229 3.48454 -0.76466
H 0.86723 3.84789 0.20325
H 0.89263 1.48504 -0.64419
H 2.97938 3.23948 -2.04382
H 3.12511 1.51988 -1.72220
H 3.09482 2.65895 -0.37533
H 0.88139 2.70431 -3.19551
C -1.11123 4.13111 3.67969
C -0.16734 5.27433 3.33538
C 1.28863 4.85276 3.47305
O -0.42930 6.39320 4.17737
H -0.96626 3.81513 4.71654
H -2.14876 4.44991 3.58002
H -0.94708 3.27025 3.02815
H -0.35630 5.60756 2.31408
H 1.51025 4.55881 4.50264
H 1.95122 5.68226 3.22656
H 1.52377 4.01263 2.81607
H -0.26857 6.12383 5.08699
```

Löwdin population analysis, charges in e, atoms 1 to 2:
1 C 0.02
2 C -0.46